Entry 1:
{
  "formula": "C20H39NO13S5",
  "method": "ωB97M-V with the def2-TZVPD basis set",
  "smiles": "CCSC[C@H]1C[C@](CCCS)([C@@H](C)CC)NC1=O.O=S1(=O)OCCO1.O=S1(=O)OCCO1.O=S1(=O)OCCO1",
  "charge": 0,
  "symbols": ["C", "C", "S", "C", "C", "C", "C", "C", "C", "C", "S", "C", "C", "C", "C", "N", "C", "O", "H", "H", "H", "H", "H", "H", "H", "H", "H", "H", "H", "H", "H", "H", "H", "H", "H", "H", "H", "H", "H", "H", "H", "H", "H", "H", "H", "O", "S", "O", "O", "C", "C", "O", "H", "H", "H", "H", "O", "S", "O", "O", "C", "C", "O", "H", "H", "H", "H", "O", "S", "O", "O", "C", "C", "O", "H", "H", "H", "H"],
  "coordinates": [[7.300661, -4.315344, -0.856940], [7.074569, -3.258307, -2.093701], [5.502971, -3.827692, -3.018550], [4.210919, -2.505830, -2.573486], [2.738425, -3.172748, -2.163099], [2.062282, -2.017105, -1.161330], [0.543662, -1.630445, -1.696412], [0.141919, -0.050713, -1.454505], [0.884039, 0.656384, -0.174669], [2.164598, 1.638954, -0.611938], [3.225180, 2.131031, 0.898131], [-0.744052, -2.491747, -1.161587], [-2.013675, -2.553161, -2.215121], [-0.417021, -4.036195, -0.721479], [-1.558233, -4.526298, 0.398924], [0.770377, -1.750975, -3.218236], [1.587973, -3.050914, -3.370874], [1.404437, -3.953865, -4.352320], [6.231357, -4.684148, -0.477753], [7.848670, -3.809347, 0.065886], [7.910070, -5.226017, -1.274706], [6.864274, -2.197898, -1.588959], [7.996595, -3.125155, -2.802722], [4.005677, -1.851370, -3.532145], [4.685022, -1.879178, -1.683591], [2.918487, -4.247585, -1.700648], [2.669591, -1.065406, -1.499612], [2.113912, -2.274366, 0.001951], [0.387562, 0.636004, -2.399604], [-1.038004, 0.037623, -1.306388], [1.218415, -0.094699, 0.675310], [0.114405, 1.398729, 0.355839], [1.790700, 2.600131, -1.212104], [2.918404, 1.095174, -1.341152], [4.297923, 1.204777, 0.997972], [-1.152597, -1.928791, -0.199056], [-2.767297, -1.648410, -2.104531], [-1.706635, -2.655080, -3.339613], [-2.657297, -3.524800, -1.961708], [0.617158, -4.199996, -0.198811], [-0.475308, -4.697422, -1.710627], [-1.027120, -4.530169, 1.465149], [-2.467904, -3.770079, 0.398253], [-1.966626, -5.597907, 0.105850], [1.236472, -0.923806, -3.670133], [-2.574845, 0.053328, -0.202078], [-3.987918, 0.327113, -0.341352], [-4.926899, -0.632644, -0.873878], [-4.156357, 1.727181, -1.159481], [-4.885642, 2.658952, -0.362526], [-4.586542, 2.279169, 1.085239], [-4.548421, 0.853971, 1.096940], [-5.950212, 2.540964, -0.589062], [-4.576597, 3.681957, -0.593234], [-5.345132, 2.650336, 1.778454], [-3.601707, 2.645844, 1.393427], [-4.880742, 3.076662, 5.881867], [-4.842100, 2.112575, 4.804754], [-5.503090, 2.321261, 3.537495], [-5.304493, 0.666802, 5.399591], [-4.261508, -0.285624, 5.198944], [-2.966293, 0.521925, 5.198725], [-3.282042, 1.733520, 4.516727], [-4.424168, -0.769936, 4.230682], [-4.277195, -1.040507, 5.989628], [-2.149167, -0.001520, 4.696647], [-2.661534, 0.778239, 6.218900], [-0.834647, 4.795611, 1.663328], [-0.442436, 5.207122, 0.333681], [-1.122001, 4.761887, -0.860621], [1.152765, 4.917882, 0.161720], [1.826772, 6.137099, -0.145557], [0.988392, 7.239464, 0.496025], [-0.366003, 6.836192, 0.306904], [1.854166, 6.246028, -1.234563], [2.848461, 6.116379, 0.243027], [1.166877, 8.216688, 0.041112], [1.175322, 7.300239, 1.573381]],
  "forces_ev_per_angstrom": [[-0.171, 0.037, -0.073], [-0.234, 0.838, 1.656], [0.332, 1.359, 0.521], [-0.538, 0.057, -0.441], [-0.778, 1.364, 0.723], [-0.141, 0.067, -0.053], [0.421, 1.393, -0.860], [-0.209, 0.812, 0.143], [-0.206, 1.138, 0.522], [0.157, -1.310, -1.137], [0.087, -0.423, -0.539], [-0.277, -0.498, 0.370], [-0.731, -0.392, 0.044], [-0.683, -0.209, -0.021], [0.348, 0.085, -0.504], [1.082, -2.787, 0.736], [-0.008, -3.228, -4.412], [1.095, 5.897, 6.243], [2.467, 0.781, -0.903], [-0.927, -1.117, -2.087], [-1.200, 1.655, 1.104], [0.335, -2.194, -1.340], [-1.903, -0.506, 1.313], [0.645, -1.002, 2.056], [-1.313, -1.272, -1.901], [-0.749, 2.288, -1.128], [-1.174, -1.680, 1.397], [0.132, 0.707, -2.625], [-0.337, -1.644, 1.818], [3.087, -0.324, -0.471], [-0.562, 1.457, -1.957], [1.568, -1.653, -1.139], [0.837, -1.984, 1.742], [-1.690, 0.951, 1.398], [-1.561, 0.772, -0.713], [1.088, -1.145, -1.947], [1.816, -1.826, -0.248], [-0.285, 0.280, 2.256], [1.419, 2.091, -0.442], [-1.782, 0.526, -1.241], [0.226, 1.281, 2.236], [-1.415, -0.109, -2.287], [1.892, -1.603, 0.086], [0.891, 2.220, 0.886], [-0.513, -1.248, 0.803], [-1.977, 0.092, -0.044], [-0.593, 0.349, 0.121], [1.506, 0.911, 0.743], [0.583, -1.116, 0.499], [-0.512, 0.230, 0.479], [0.174, 1.153, -0.555], [0.050, -0.759, -1.154], [0.079, 0.030, 0.045], [0.154, -0.306, -0.086], [0.374, -0.352, -0.754], [-0.091, 0.066, -0.016], [-0.250, -1.164, -1.686], [0.105, 0.201, 0.700], [0.534, -0.044, 2.536], [0.375, 1.138, -0.158], [0.460, -0.493, -0.454], [0.066, -0.414, 0.670], [-1.237, 0.174, -0.329], [0.066, 0.018, 0.087], [-0.166, 0.298, -0.038], [-0.189, 0.278, -0.123], [-0.012, -0.094, -0.079], [0.327, 0.247, -1.878], [-0.209, -0.160, 0.206], [0.585, 0.477, 1.658], [-1.036, 0.214, 0.436], [0.227, 0.572, -0.415], [0.609, -0.014, 0.455], [-0.100, -1.060, -0.443], [0.023, 0.044, 0.097], [-0.261, -0.230, 0.040], [-0.273, -0.208, -0.033], [0.069, 0.020, -0.113]]
}

=====

Entry 2:
{
  "formula": "C20H39NO2",
  "method": "ωB97M-V with the def2-TZVPD basis set",
  "smiles": "CCCCCCCC/C=C\\CCCCCCCC(=O)NCCO",
  "charge": 0,
  "symbols": ["C", "C", "C", "C", "C", "C", "C", "C", "C", "C", "C", "C", "C", "C", "C", "C", "C", "C", "O", "N", "C", "C", "O", "H", "H", "H", "H", "H", "H", "H", "H", "H", "H", "H", "H", "H", "H", "H", "H", "H", "H", "H", "H", "H", "H", "H", "H", "H", "H", "H", "H", "H", "H", "H", "H", "H", "H", "H", "H", "H", "H", "H"],
  "coordinates": [[2.432959, 2.530864, -0.439781], [3.189785, 2.853366, 0.843513], [2.417077, 2.449972, 2.099708], [2.264278, 0.936816, 2.249797], [1.675675, 0.524155, 3.600389], [0.207584, 0.906928, 3.801807], [-0.776490, 0.150909, 2.906907], [-0.874455, -1.344419, 3.237344], [-1.980271, -1.985854, 2.454879], [-1.838224, -2.622683, 1.301901], [-0.542851, -2.832648, 0.573201], [-0.717377, -3.723950, -0.654594], [0.583036, -3.969483, -1.424555], [1.308307, -2.701567, -1.881977], [0.447612, -1.792679, -2.756030], [1.143133, -0.467274, -3.061012], [0.199960, 0.520934, -3.752964], [-1.107455, 0.699366, -2.996075], [-2.193284, 0.461461, -3.482239], [-0.959778, 1.115869, -1.716988], [-2.084526, 1.378614, -0.851928], [-2.000557, 2.787744, -0.260482], [-0.850997, 2.959409, 0.534825], [1.434079, 2.960443, -0.394500], [2.951701, 2.943019, -1.302659], [2.356651, 1.454005, -0.576574], [3.373314, 3.929364, 0.881389], [4.160881, 2.352163, 0.833582], [2.946691, 2.834438, 2.975116], [1.436593, 2.927294, 2.065723], [3.251804, 0.477481, 2.153971], [1.643497, 0.542944, 1.444584], [1.781756, -0.555801, 3.718822], [2.263519, 0.994734, 4.392427], [0.094130, 1.980324, 3.634147], [-0.058515, 0.714393, 4.844230], [-1.769627, 0.594272, 3.027991], [-0.487949, 0.253639, 1.858805], [0.073917, -1.831278, 3.010997], [-1.072706, -1.457782, 4.305792], [-2.969877, -1.874979, 2.878825], [-2.715014, -3.027511, 0.814351], [0.196156, -3.279934, 1.244915], [-0.152595, -1.859335, 0.265174], [-1.111508, -4.691809, -0.334229], [-1.458594, -3.277576, -1.319965], [0.351457, -4.580172, -2.300306], [1.265260, -4.545237, -0.793372], [1.648148, -2.143675, -1.006267], [2.201721, -2.994928, -2.439137], [0.200817, -2.302556, -3.688933], [-0.490002, -1.576104, -2.244180], [2.012748, -0.639422, -3.699098], [1.509625, -0.035330, -2.126432], [-0.053800, 0.157734, -4.749574], [0.687640, 1.493391, -3.853619], [-0.056627, 1.412708, -1.380803], [-2.988471, 1.270130, -1.454936], [-2.111173, 0.638090, -0.039954], [-2.910378, 2.996769, 0.317456], [-1.916610, 3.524901, -1.062046], [-0.894021, 2.347868, 1.280655]],
  "forces_ev_per_angstrom": [[0.199, 0.089, 0.093], [-0.222, 0.048, 0.053], [0.214, -0.185, -0.176], [-0.022, 0.167, 0.285], [-0.103, 0.021, -0.116], [0.084, -0.081, -0.118], [0.129, 0.000, 0.364], [-0.069, 0.130, -0.259], [-0.011, -0.009, 0.184], [0.005, -0.024, -0.025], [-0.078, -0.108, -0.122], [0.311, 0.010, 0.033], [-0.032, 0.123, 0.033], [-0.250, -0.135, -0.117], [0.420, 0.102, 0.198], [-0.267, -0.102, -0.062], [0.022, -0.061, -0.058], [0.456, 0.029, -0.189], [-0.339, -0.131, -0.232], [0.134, 0.239, 0.427], [-0.099, 0.313, 0.119], [-0.507, -0.342, -0.272], [0.460, -0.040, 0.337], [-0.120, 0.003, -0.053], [0.011, -0.017, -0.137], [-0.072, -0.130, -0.075], [0.091, -0.001, -0.007], [0.069, 0.051, 0.038], [-0.063, 0.032, 0.084], [-0.055, 0.097, 0.075], [0.011, -0.042, -0.100], [0.008, -0.103, -0.145], [0.050, -0.035, 0.089], [0.061, -0.063, 0.035], [-0.029, 0.077, 0.089], [-0.063, 0.087, 0.028], [-0.028, 0.017, -0.104], [-0.072, 0.018, -0.146], [0.063, -0.039, 0.080], [0.090, -0.016, 0.037], [-0.174, -0.033, -0.027], [-0.197, -0.011, -0.022], [0.100, 0.049, -0.014], [0.126, 0.059, -0.002], [-0.103, 0.018, -0.020], [-0.103, -0.024, 0.011], [0.056, -0.088, -0.010], [-0.005, -0.096, -0.026], [0.073, 0.061, 0.017], [0.076, 0.046, 0.043], [-0.114, -0.035, -0.060], [-0.109, -0.049, 0.001], [0.057, 0.044, 0.047], [0.075, -0.013, 0.021], [-0.056, 0.085, 0.042], [-0.013, 0.038, -0.059], [0.050, -0.073, -0.093], [0.049, -0.019, 0.113], [-0.112, 0.075, -0.040], [0.046, 0.000, -0.088], [-0.086, -0.066, 0.027], [-0.023, 0.046, -0.031]]
}

=====

| no. | gap between HOMO and LUMO (eV) | HOMO energy (eV) |
| --- | --- | --- |
| 1 | 8.84 | -8.584 |
| 2 | 10.13 | -9.267 |